ORCA calculation (wB97M-V/def2-TZVPD) on a molecular structure, C33H28O11 at a distorted geometry.

The calculation puts the HOMO-LUMO gap at 7.1 eV. The HOMO energy is -9.71 eV. The total energy is -2101.005703 Eh.

Atoms and positions in Å:
1 C 0.1952 1.2525 -0.3097
2 C -0.2642 -0.0259 0.2011
3 C -1.7890 -0.2439 0.0628
4 O 0.5108 -1.0604 -0.4341
5 H 1.2842 1.0941 -0.4245
6 H -0.1557 2.0417 0.4056
7 H -0.3000 1.6337 -1.0618
8 H 0.0111 -0.2094 1.1835
9 H -2.2830 0.4485 0.6938
10 H -2.1083 -1.2989 0.3519
11 H -1.9817 0.0683 -0.7639
12 H 0.5119 -0.6624 -1.2567
13 C 1.1270 -3.3151 4.6239
14 C -0.2640 -2.7215 4.2940
15 C -0.5379 -2.5655 2.7183
16 O -1.6288 -2.1482 2.3249
17 C 0.6044 -2.7184 1.8181
18 C 1.8435 -3.3439 2.1515
19 C 2.0917 -3.6614 3.5638
20 O 3.0615 -4.2971 3.8910
21 H 1.3799 -3.8245 5.4412
22 H -1.0277 -2.5221 5.0488
23 H 0.6451 -2.4441 0.7443
24 H 2.6732 -3.7901 1.4013
25 C 2.2017 1.5006 1.0117
26 C 2.6820 0.5065 2.1109
27 C 3.1171 0.9581 3.3957
28 O 3.4735 0.1583 4.3300
29 C 3.0059 2.4750 3.6438
30 C 2.6507 3.3934 2.6529
31 C 2.2123 2.9775 1.3316
32 O 1.6470 3.7525 0.4149
33 H 1.9487 0.9742 -0.0134
34 H 2.7152 -0.5865 1.7575
35 H 3.3439 3.0179 4.7381
36 H 2.6510 4.5176 2.8870
37 C -1.0728 -1.7902 -3.7177
38 C -1.5435 -2.5895 -4.9826
39 C -1.0798 -2.1049 -6.4487
40 O -1.3964 -2.7101 -7.4651
41 C -0.2462 -0.9695 -6.4332
42 C 0.4054 -0.3821 -5.1694
43 C 0.1255 -0.8739 -3.8043
44 O 0.7147 -0.4237 -2.9385
45 H -1.4364 -1.9566 -2.7866
46 H -2.3334 -3.4253 -4.7401
47 H 0.0669 -0.4497 -7.3857
48 H 1.1634 0.4695 -5.1547
49 C -5.6177 -2.6998 3.1821
50 C -4.7443 -1.4084 2.6734
51 C -5.4540 -0.5606 1.7104
52 O -5.0505 0.5776 1.4416
53 C -6.7239 -1.0662 1.1373
54 C -7.4907 -2.3079 1.6474
55 C -6.8935 -3.0879 2.7116
56 O -7.4036 -4.1213 3.0633
57 H -5.0099 -3.1940 3.9743
58 H -3.8202 -1.2830 3.3572
59 H -7.3480 -0.4440 0.3547
60 H -8.5928 -2.6787 1.2292
61 C 4.5933 3.8213 -1.4088
62 C 3.3900 2.9433 -1.8115
63 C 2.5968 3.3499 -3.0339
64 O 1.5952 2.6787 -3.4107
65 C 3.0302 4.4775 -3.7034
66 C 4.2816 5.2794 -3.3677
67 C 4.9618 5.0152 -2.1132
68 O 5.9102 5.6386 -1.7673
69 H 5.1276 3.5583 -0.3889
70 H 3.1181 2.2764 -0.9597
71 H 2.4932 4.9901 -4.4889
72 H 4.4355 6.1201 -3.9320

ORCA calculation (wB97M-V/def2-TZVPD) on 2 unconnected molecules or ions with the total composition C33H29BF8O2S at a distorted geometry.

The calculation puts the HOMO-LUMO gap at 6.4 eV. The HOMO energy is -6.90 eV. The total energy is -2647.330423 Eh. As for the SMILES: CC1(C)COB([C@@H]2C(F)=CC=C/C2=C/C=C/c2cccc(F)c2)OC1.Cc1ccc(-c2cc(C(F)(F)F)cc(C(F)(F)F)c2)s1.

Atoms and positions in Å:
1 C -5.4384 -3.3891 2.4447
2 C -4.8730 -2.0804 1.9226
3 C -5.9622 -1.3129 1.1867
4 C -4.4045 -1.2601 3.1319
5 O -3.0744 -1.5310 3.5436
6 B -2.4613 -2.6843 3.0973
7 C -1.1938 -3.0446 3.9485
8 C -1.6120 -3.5408 5.2782
9 F -1.8977 -4.8790 5.4135
10 C -1.6240 -2.8133 6.4243
11 C -1.1580 -1.4786 6.3524
12 C -0.6131 -0.9460 5.1826
13 C -0.6626 -1.6008 3.9275
14 C -0.4057 -1.0408 2.6276
15 C 0.1869 -1.9744 1.7263
16 C 1.4909 -2.0360 1.2729
17 C 2.0888 -3.2071 0.6729
18 C 3.3537 -3.1331 0.0258
19 C 3.9417 -4.2414 -0.5856
20 C 3.3055 -5.4951 -0.5610
21 C 2.0595 -5.5673 0.0551
22 F 1.4253 -6.7890 0.1174
23 C 1.4401 -4.4768 0.6656
24 O -2.6265 -3.0534 1.7857
25 C -3.6901 -2.3967 1.0114
26 H -5.8015 -3.9527 1.5805
27 H -4.6496 -3.9394 2.9775
28 H -6.2545 -3.1451 3.1321
29 H -6.3320 -1.8946 0.3333
30 H -6.8000 -1.1288 1.8709
31 H -5.5976 -0.3399 0.8236
32 H -5.0283 -1.4771 4.0062
33 H -4.5366 -0.1969 2.8712
34 H -0.5676 -3.8434 3.4777
35 H -2.0171 -3.1888 7.3785
36 H -1.2389 -0.8568 7.2515
37 H -0.2908 0.1019 5.1606
38 H -0.6910 -0.0140 2.4325
39 H -0.4107 -2.8471 1.4612
40 H 2.1198 -1.1522 1.4161
41 H 3.8576 -2.1689 -0.0212
42 H 4.9118 -4.1471 -1.0791
43 H 3.7666 -6.3880 -0.9858
44 H 0.4735 -4.6300 1.1377
45 H -3.9515 -3.1249 0.2440
46 H -3.3173 -1.4951 0.4805
47 C -5.2992 3.9546 0.9678
48 C -4.0445 3.1878 0.6748
49 C -3.7937 2.3284 -0.3805
50 C -2.5190 1.6683 -0.3268
51 C -1.8567 1.7812 0.9208
52 C -0.4511 1.6881 1.1221
53 C 0.1260 2.2671 2.2803
54 C 1.4440 2.6574 2.2461
55 C 1.9180 3.4390 3.4450
56 F 2.8757 4.3357 3.0806
57 F 0.9133 4.1405 4.0703
58 F 2.4534 2.5958 4.3899
59 C 2.2462 2.3289 1.1538
60 C 1.7067 1.5759 0.1211
61 C 2.4893 1.2398 -1.1214
62 F 2.6767 -0.1241 -1.2337
63 F 1.8435 1.6426 -2.2639
64 F 3.7146 1.8244 -1.1255
65 C 0.3865 1.1558 0.1290
66 S -2.7318 3.0851 1.7880
67 H -5.8359 4.1493 0.0309
68 H -5.9776 3.3669 1.6126
69 H -5.0782 4.9169 1.4631
70 H -4.5817 2.1668 -1.1131
71 H -2.1356 1.0999 -1.1622
72 H -0.4839 2.4305 3.1548
73 H 3.2893 2.6420 1.1328
74 H 0.0254 0.5215 -0.6769

ORCA calculation (wB97M-V/def2-TZVPD) on a molecular structure, C33H29BrFN9O6Ru at a distorted geometry.

The calculation puts the HOMO-LUMO gap (alpha / beta) at 4.8 / 5.4 eV. The HOMO energy (alpha / beta) is -10.66 / -10.65 eV. The total energy is -4987.612450 Eh. The charge is +1. The spin multiplicity is 2.

Atoms and positions in Å:
1 Ru -0.0999 0.6984 -0.3143
2 O 4.3886 1.7716 -0.6513
3 C 4.8656 0.8743 0.2157
4 C 6.1387 1.0933 0.7591
5 C 6.6736 0.2128 1.6720
6 C 5.9547 -0.9138 2.0508
7 C 4.7085 -1.1564 1.5000
8 C 4.1378 -0.2711 0.5961
9 C 2.8087 -0.5785 -0.1069
10 O 2.1809 0.4816 -0.6281
11 N 1.8941 -1.3140 0.7857
12 N 0.6329 -1.4005 0.3832
13 C -0.0973 -2.4172 0.7138
14 C -1.4771 -2.5392 0.4095
15 Br -2.2913 -0.9834 -0.4096
16 C -2.2532 -3.6126 0.7137
17 C -1.7417 -4.8882 1.1619
18 C -2.4518 -5.6243 2.1219
19 C -1.9309 -6.7970 2.6303
20 C -0.7303 -7.3012 2.1483
21 C -0.0581 -6.6264 1.1377
22 C -0.5478 -5.4285 0.6585
23 H 3.4816 1.4708 -0.9237
24 H 6.6958 1.9474 0.4127
25 H 7.6559 0.3866 2.0792
26 H 6.3691 -1.6143 2.7579
27 H 4.1886 -2.0577 1.7902
28 H 3.0883 -1.3029 -0.9205
29 H 2.2752 -2.1211 1.2775
30 H 0.3246 -3.2163 1.3265
31 H -3.3273 -3.5143 0.6326
32 H -3.3926 -5.2428 2.4896
33 H -2.4635 -7.3252 3.4070
34 H -0.3297 -8.2242 2.5406
35 H 0.8475 -7.0426 0.7208
36 H -0.0464 -4.9296 -0.1587
37 F -6.3420 -0.2547 -1.0644
38 C -5.8051 0.8706 -1.5456
39 C -4.9735 1.5999 -0.7747
40 N -4.4091 2.7529 -1.2235
41 C -3.3467 3.3569 -0.4633
42 C -2.1572 2.3702 -0.4087
43 O -1.7241 1.9287 -1.4881
44 O -1.7250 2.0471 0.7180
45 C -4.6864 3.2630 -2.4935
46 O -4.2069 4.2937 -2.8873
47 N -5.5587 2.5025 -3.2264
48 C -6.1447 1.2770 -2.9107
49 O -6.8349 0.6850 -3.6952
50 H -4.7338 1.2964 0.2350
51 H -3.6724 3.5994 0.5500
52 H -3.0280 4.2624 -0.9892
53 H -5.7793 2.8668 -4.1488
54 C 1.0967 3.0790 2.0069
55 C 1.4396 3.2993 0.5787
56 N 0.7633 2.7881 -0.4277
57 C 1.3556 3.1934 -1.5838
58 C 2.4237 3.9725 -1.2690
59 N 2.4701 4.0345 0.1033
60 C 3.3651 4.8924 0.8363
61 N 3.3364 6.1891 0.2287
62 N 4.4243 6.7542 -0.3106
63 N 4.1132 7.7943 -0.9402
64 C 2.7653 7.9878 -0.8889
65 C 1.9309 8.9553 -1.4444
66 C 0.5820 8.8197 -1.2154
67 C 0.0607 7.7614 -0.4560
68 C 0.8668 6.7932 0.1013
69 C 2.2311 6.9218 -0.1218
70 H 0.3507 2.2739 2.0528
71 H 0.6547 3.9724 2.4532
72 H 1.9709 2.7904 2.5884
73 H 0.9575 2.9031 -2.5383
74 H 3.1404 4.4710 -1.8870
75 H 4.3997 4.5309 0.7832
76 H 3.0405 4.9436 1.8825
77 H 2.3407 9.7648 -2.0255
78 H -0.1006 9.5446 -1.6310
79 H -1.0077 7.7088 -0.3107
80 H 0.4498 5.9751 0.6691

ORCA calculation (wB97M-V/def2-TZVPD) on a molecular structure, C33H29F3NP2PmS.

The calculation puts the HOMO-LUMO gap (alpha / beta) at 7.4 / 7.7 eV. The HOMO energy (alpha / beta) is -14.02 / -14.07 eV. The total energy is -3318.096103 Eh. The charge is +2. The spin multiplicity is 5.

Atoms and positions in Å:
1 Pm -0.9870 -0.9979 0.9047
2 F -5.9901 0.0694 3.1413
3 C -5.6082 1.1923 2.5303
4 F -5.9350 1.0925 1.2318
5 F -6.3106 2.2028 3.0453
6 C -4.1215 1.4305 2.6960
7 C -3.6704 2.5621 3.3445
8 C -2.3049 2.7946 3.5012
9 C -1.4326 1.8754 2.9746
10 N -1.8680 0.7704 2.3457
11 C -3.1820 0.5107 2.2119
12 S -3.6035 -1.0313 1.4473
13 H -4.3891 3.2698 3.7359
14 H -1.9354 3.6675 4.0182
15 H -0.3598 2.0023 3.0512
16 C 2.7391 1.2502 -0.3453
17 C 3.1067 0.1789 0.6884
18 P 1.9381 -1.1909 1.0053
19 C 2.7669 -2.3310 2.1186
20 C 2.1960 -2.6075 3.3590
21 C 2.8050 -3.5061 4.2240
22 C 3.9854 -4.1278 3.8477
23 C 4.5622 -3.8563 2.6111
24 C 3.9562 -2.9626 1.7467
25 C 1.6866 -2.0844 -0.5589
26 C 2.4357 -1.8981 -1.7198
27 C 2.1541 -2.6377 -2.8599
28 C 1.1106 -3.5540 -2.8746
29 C 0.3528 -3.7585 -1.7313
30 C 0.6501 -3.0256 -0.5875
31 C 1.3711 1.9263 -0.1860
32 P -0.0060 0.9675 -0.9094
33 C 0.3059 0.7690 -2.6701
34 C 1.0028 1.7390 -3.3924
35 C 1.1544 1.6075 -4.7631
36 C 0.5953 0.5196 -5.4223
37 C -0.1060 -0.4432 -4.7105
38 C -0.2408 -0.3228 -3.3362
39 C -1.5069 1.9550 -0.7528
40 C -1.5513 3.2789 -0.3141
41 C -2.7669 3.9407 -0.2560
42 C -3.9393 3.2911 -0.6304
43 C -3.9057 1.9750 -1.0647
44 C -2.6884 1.3120 -1.1239
45 H 2.8212 0.8497 -1.3568
46 H 3.5046 2.0248 -0.2800
47 H 3.2413 0.6361 1.6739
48 H 4.0772 -0.2572 0.4348
49 H 1.2848 -2.1078 3.6750
50 H 2.3620 -3.7163 5.1875
51 H 4.4621 -4.8282 4.5198
52 H 5.4823 -4.3450 2.3221
53 H 4.4048 -2.7724 0.7783
54 H 3.2642 -1.2035 -1.7357
55 H 2.7605 -2.4993 -3.7451
56 H 0.9036 -4.1264 -3.7687
57 H -0.4293 -4.5057 -1.7115
58 H 0.1720 -3.3369 0.3502
59 H 1.3946 2.9105 -0.6601
60 H 1.1370 2.1049 0.8690
61 H 1.4226 2.6071 -2.8991
62 H 1.6966 2.3598 -5.3191
63 H 0.7042 0.4240 -6.4942
64 H -0.5440 -1.2881 -5.2249
65 H -0.7727 -1.0971 -2.7913
66 H -0.6485 3.8021 -0.0252
67 H -2.8011 4.9715 0.0702
68 H -4.8822 3.8199 -0.5863
69 H -4.8160 1.4655 -1.3474
70 H -2.6669 0.2925 -1.5072

ORCA calculation (wB97M-V/def2-TZVPD) on a molecular structure, C33H29F4N6O2S3Sr.

The calculation puts the HOMO-LUMO gap (alpha / beta) at 4.1 / 5.2 eV. The HOMO energy (alpha / beta) is -0.49 / -1.62 eV. The total energy is -3378.744906 Eh. The charge is -2. The spin multiplicity is 2.

Atoms and positions in Å:
1 Sr -0.2715 -0.8635 0.2544
2 C -0.6430 3.9948 -2.4893
3 C -0.4743 2.7123 -1.6754
4 N -1.4156 1.6363 -1.9783
5 C -2.8130 2.0301 -1.8828
6 C -3.1839 2.5740 -0.5160
7 C -1.1075 0.9507 -3.2345
8 C -0.1074 -0.1867 -3.0223
9 N -0.6869 -1.2170 -2.1900
10 C -1.4283 -2.1817 -2.7129
11 C -2.1325 -3.0370 -1.8088
12 F -2.0301 -2.7505 -0.4840
13 C -2.9398 -4.0720 -2.1861
14 F -3.5719 -4.7854 -1.2288
15 C -3.1541 -4.3951 -3.5214
16 C -2.5099 -3.5805 -4.4303
17 F -2.6783 -3.8182 -5.7559
18 C -1.6968 -2.5267 -4.0715
19 F -1.1566 -1.8013 -5.0937
20 H 0.1972 4.6661 -2.3005
21 H -1.5560 4.5310 -2.2222
22 H -0.6758 3.8009 -3.5636
23 H -0.5433 2.9427 -0.6121
24 H 0.5317 2.3118 -1.8145
25 H -3.4082 1.1362 -2.0854
26 H -3.0889 2.7667 -2.6616
27 H -2.8788 1.8815 0.2673
28 H -4.2654 2.7113 -0.4468
29 H -2.7125 3.5353 -0.3045
30 H -0.7336 1.6564 -3.9945
31 H -2.0352 0.5296 -3.6312
32 H 0.7521 0.2370 -2.4904
33 H 0.2698 -0.5397 -3.9842
34 H -3.7727 -5.2242 -3.8235
35 O 6.0755 3.2074 0.8897
36 C 5.8689 2.2300 -0.1264
37 C 4.4808 1.6601 -0.0662
38 C 4.2219 0.4600 -0.7690
39 C 2.9386 -0.0341 -0.7211
40 N 1.9335 0.5196 -0.0467
41 C 2.1720 1.6663 0.6623
42 C 3.4710 2.2557 0.6291
43 C 1.1053 2.2008 1.4426
44 C 1.1548 3.5003 2.0185
45 C 0.1407 3.9619 2.8118
46 C 0.2142 5.3163 3.4592
47 O 1.1416 5.3581 4.5500
48 C -0.9649 3.1140 3.0593
49 C -0.9706 1.8821 2.4333
50 N -0.0187 1.4197 1.6341
51 H 7.0184 3.3802 0.9417
52 H 6.5901 1.4102 -0.0266
53 H 6.0228 2.6869 -1.1142
54 H 4.9932 -0.0639 -1.3179
55 H 2.6947 -0.9527 -1.2493
56 H 3.6798 3.1412 1.2103
57 H 1.9981 4.1472 1.8134
58 H -0.7834 5.6048 3.8120
59 H 0.5555 6.0766 2.7539
60 H 1.0752 4.5085 4.9992
61 H -1.7837 3.4140 3.6995
62 H -1.8096 1.2066 2.5915
63 S -0.5292 -2.0056 2.9705
64 C -0.0642 -3.6812 2.8382
65 C -0.4630 -4.5458 3.8639
66 C -0.1407 -5.8970 3.8887
67 C -0.5832 -6.7021 4.9853
68 N -0.9424 -7.3509 5.8678
69 C 0.6183 -6.4288 2.8346
70 C 1.0293 -5.5860 1.8108
71 C 0.7291 -4.2186 1.7748
72 S 1.3770 -3.2849 0.4510
73 C 0.9774 -7.8137 2.7989
74 N 1.2673 -8.9284 2.7587
75 H -1.0470 -4.1288 4.6738
76 H 1.6180 -5.9939 0.9999
77 S -5.1752 -1.5380 -0.6779
78 C -3.9659 -0.7991 -0.1181

ORCA calculation (wB97M-V/def2-TZVPD) on a molecular structure, C33H29FGaO11 at a distorted geometry.

The calculation puts the HOMO-LUMO gap at 3.8 eV. The HOMO energy is -4.50 eV. The total energy is -4126.986395 Eh. The charge is -1.

Atoms and positions in Å:
1 C -6.7138 2.6466 -0.9397
2 C -5.7708 1.4118 -1.5589
3 F -5.9423 1.2892 -3.0474
4 Ga -3.8000 1.9593 -1.0455
5 C -3.6328 4.0591 -1.1470
6 O -3.6347 1.5096 0.8313
7 H -7.8179 2.3101 -0.7225
8 H -6.1533 2.9653 0.0646
9 H -6.6301 3.5455 -1.7035
10 H -6.0577 0.3908 -1.0129
11 H -2.6955 1.2363 -1.9519
12 H -2.5628 4.3755 -1.5179
13 H -3.7506 4.4517 -0.0263
14 H -4.5149 4.5318 -1.7695
15 H -3.5487 0.5019 0.8595
16 C 1.3477 0.0442 -0.2393
17 C 0.0272 0.0466 -0.4452
18 C -0.8549 -0.9273 0.2276
19 O -2.0634 -0.9271 0.0382
20 C -0.2216 -1.9024 1.1375
21 C 1.0990 -1.9049 1.3434
22 C 1.9810 -0.9310 0.6706
23 O 3.1896 -0.9312 0.8600
24 H 2.0090 0.7511 -0.7254
25 H -0.4526 0.7559 -1.1090
26 H -0.8828 -2.6094 1.6236
27 H 1.5787 -2.6142 2.0072
28 C 0.6478 -6.7358 1.6015
29 C -0.2828 -7.5424 1.0819
30 C -1.6862 -7.4853 1.5362
31 O -2.5381 -8.2245 1.0626
32 C -2.0216 -6.5019 2.5851
33 C -1.0911 -5.6954 3.1047
34 C 0.3123 -5.7525 2.6504
35 O 1.1643 -5.0133 3.1240
36 H 1.6817 -6.7653 1.2801
37 H -0.0527 -8.2685 0.3114
38 H -3.0556 -6.4725 2.9065
39 H -1.3211 -4.9693 3.8752
40 C -1.6270 6.9867 0.6155
41 C -1.7348 7.8152 1.6587
42 C -1.5008 9.2654 1.5126
43 O -1.5972 10.0242 2.4672
44 C -1.1448 9.7645 0.1694
45 C -1.0370 8.9360 -0.8738
46 C -1.2710 7.4858 -0.7276
47 O -1.1745 6.7270 -1.6823
48 H -1.7946 5.9204 0.7056
49 H -1.9958 7.4647 2.6501
50 H -0.9772 10.8308 0.0793
51 H -0.7759 9.2864 -1.8651
52 C 6.4181 3.7504 0.6545
53 C 5.0975 3.7529 0.4486
54 C 4.2155 2.7790 1.1214
55 O 3.0069 2.7792 0.9320
56 C 4.8488 1.8038 2.0313
57 C 6.1694 1.8014 2.2372
58 C 7.0514 2.7753 1.5644
59 O 8.2600 2.7751 1.7538
60 H 7.0794 4.4574 0.1684
61 H 4.6178 4.4622 -0.2152
62 H 4.1875 1.0969 2.5174
63 H 6.6491 1.0921 2.9010
64 C 2.7480 -7.2386 -4.1300
65 C 2.4995 -8.0326 -3.0839
66 C 1.7121 -7.5554 -1.9300
67 O 1.4859 -8.2807 -0.9713
68 C 1.2089 -6.1682 -1.9776
69 C 1.4574 -5.3742 -3.0237
70 C 2.2448 -5.8515 -4.1776
71 O 2.4711 -5.1261 -5.1363
72 H 3.3244 -7.5727 -4.9841
73 H 2.8610 -9.0527 -3.0344
74 H 0.6325 -5.8341 -1.1236
75 H 1.0959 -4.3541 -3.0732

Which of these has the lowest total energy?
C33H29BrFN9O6Ru